Entry 1:
Below is 23 unconnected molecules or ions with the total composition C38H123BN3O24P in a non-equilibrium geometry, with properties calculated with the ωB97M-V functional and the def2-TZVPD basis.

Each line ends with the Mulliken charge.
CARTESIAN COORDINATES (ANGSTROEM)
O: -11.74 26.28 -3.22  -0.593
H: -12.43 26.92 -3.30  0.317
H: -11.46 25.52 -4.55  0.368
H: -12.10 25.56 -2.78  0.332
O: -8.94 27.92 -7.40  -0.360
H: -10.17 25.59 -11.47  -0.393
H: -9.36 28.13 -8.36  0.087
H: -8.14 27.49 -7.77  0.556
O: -14.97 26.90 -8.17  -0.913
H: -15.76 27.28 -7.86  0.120
H: -15.67 25.44 -8.54  0.422
H: -14.25 27.00 -7.46  0.465
O: -11.40 22.64 -7.55  0.377
H: -10.68 23.18 -7.88  0.105
H: -11.11 22.10 -6.74  -0.267
H: -12.50 23.91 -7.55  -0.188
B: -9.44 25.87 -10.49  1.352
H: -9.59 24.86 -9.86  -0.432
H: -11.10 23.66 -10.78  -0.106
H: -6.22 20.41 0.01  -0.004
H: -2.67 35.16 -10.63  0.008
P: -12.91 25.43 -6.08  -1.141
O: -11.47 25.10 -5.48  -0.383
O: -13.40 26.86 -6.10  -1.360
O: -13.86 24.43 -5.31  0.511
O: -12.75 24.87 -7.57  1.042
C: -18.05 22.99 -9.30  -1.288
C: -17.47 24.36 -9.35  0.434
C: -18.26 25.28 -8.36  -0.540
O: -17.94 26.60 -8.72  -0.294
C: -18.68 27.62 -8.09  -0.717
N: -16.00 24.37 -8.95  1.101
H: -18.97 22.88 -9.83  0.573
H: -18.24 22.62 -8.27  0.150
H: -17.34 22.32 -9.75  0.135
H: -17.63 24.72 -10.33  0.535
H: -17.93 25.08 -7.30  -0.132
H: -19.32 25.02 -8.42  0.614
H: -18.33 27.76 -7.04  0.156
H: -19.74 27.44 -8.05  0.359
H: -18.47 28.56 -8.53  0.268
H: -15.92 23.74 -8.12  -0.267
H: -15.43 24.06 -9.76  0.491
C: -9.24 24.98 -15.74  -1.221
C: -8.80 25.10 -14.34  -0.094
O: -9.86 24.51 -13.62  -0.238
H: -8.48 25.39 -16.42  0.404
H: -10.18 25.47 -15.93  0.298
H: -9.42 23.93 -15.98  0.222
H: -8.66 26.14 -14.05  0.300
H: -7.85 24.58 -14.21  0.318
H: -9.74 24.46 -12.67  -0.060
C: -17.77 25.28 -4.44  -1.005
C: -16.62 26.29 -4.50  0.271
O: -16.40 26.65 -5.85  -0.163
H: -18.62 25.67 -4.94  0.353
H: -18.00 25.02 -3.39  0.401
H: -17.45 24.35 -4.97  -0.035
H: -15.75 25.83 -4.07  -0.228
H: -16.85 27.21 -3.93  0.375
H: -15.45 26.86 -5.83  0.113
C: -11.86 23.18 -0.51  -1.371
C: -12.71 22.71 -1.72  0.277
O: -12.73 23.75 -2.68  -0.350
H: -12.36 23.88 0.13  0.371
H: -11.09 23.85 -0.89  0.294
H: -11.51 22.35 0.10  0.364
H: -13.71 22.34 -1.41  0.313
H: -12.29 21.88 -2.23  -0.036
H: -13.31 23.55 -3.37  -0.103
C: -8.76 21.21 -5.44  -0.945
C: -9.50 22.41 -4.89  -0.220
O: -10.88 22.07 -5.04  -0.285
H: -9.05 20.37 -4.81  0.231
H: -7.68 21.27 -5.33  0.474
H: -9.01 21.03 -6.48  0.031
H: -9.27 23.32 -5.44  0.215
H: -9.21 22.54 -3.84  0.404
H: -11.32 22.96 -4.99  0.083
C: -11.85 22.19 -15.45  -0.410
C: -12.67 23.35 -14.85  -0.176
O: -12.88 23.10 -13.43  -0.259
H: -12.23 21.28 -14.94  -0.101
H: -10.77 22.30 -15.23  -0.011
H: -11.95 22.16 -16.55  0.379
H: -13.62 23.50 -15.37  0.357
H: -12.14 24.35 -14.91  0.074
H: -12.40 23.77 -12.93  0.050
C: -12.73 26.98 -11.46  -0.920
C: -12.49 28.21 -10.58  0.368
O: -11.09 28.64 -10.74  -0.583
H: -13.78 26.81 -11.57  0.473
H: -12.24 26.14 -11.03  -0.116
H: -12.30 27.09 -12.47  0.411
H: -12.73 27.94 -9.55  -0.107
H: -13.10 29.06 -10.96  0.186
H: -10.94 29.14 -9.90  0.324
C: -8.14 30.24 -3.74  -1.030
C: -7.34 28.99 -4.22  0.236
O: -6.59 28.54 -3.08  -0.546
H: -8.71 30.62 -4.58  0.206
H: -7.42 30.92 -3.37  0.370
H: -8.86 30.05 -2.92  0.260
H: -6.69 29.17 -5.13  0.154
H: -8.08 28.18 -4.46  0.023
H: -6.61 27.58 -3.19  0.323
C: -11.23 31.12 -7.13  -1.420
C: -12.04 30.00 -6.52  -0.154
O: -12.11 28.94 -7.45  -0.142
H: -11.69 31.48 -8.05  0.337
H: -10.22 30.84 -7.35  0.247
H: -11.16 31.91 -6.38  0.422
H: -13.08 30.28 -6.24  0.332
H: -11.58 29.68 -5.60  0.248
H: -12.61 28.23 -7.05  0.089
C: -16.86 20.77 -6.54  -1.238
C: -15.85 21.64 -5.72  0.460
O: -15.63 22.86 -6.39  0.409
H: -16.56 20.62 -7.57  0.095
H: -17.84 21.30 -6.51  0.258
H: -16.92 19.78 -6.08  0.478
H: -14.90 21.10 -5.55  -0.500
H: -16.24 21.79 -4.73  0.443
H: -14.84 23.31 -5.94  -0.327
C: -14.48 20.87 -9.65  -0.772
C: -13.78 21.73 -10.64  0.258
O: -14.53 22.97 -10.79  -0.598
H: -15.46 20.69 -10.03  0.563
H: -14.51 21.39 -8.68  -0.325
H: -14.01 19.94 -9.55  0.445
H: -13.70 21.23 -11.59  0.299
H: -12.81 21.91 -10.26  -0.351
H: -14.47 23.13 -11.75  0.135
C: -4.52 27.13 -8.41  -1.081
C: -5.60 26.04 -8.56  -0.227
O: -6.85 26.74 -8.59  -0.634
H: -4.71 28.03 -8.97  0.325
H: -3.57 26.75 -8.69  0.360
H: -4.55 27.52 -7.37  0.244
H: -5.51 25.38 -7.69  0.246
H: -5.53 25.49 -9.48  0.310
H: -7.40 26.52 -9.33  -0.044
C: -10.37 17.97 -8.54  -0.660
O: -11.11 18.14 -7.36  -0.443
C: -12.13 19.10 -7.56  -0.415
C: -12.77 19.43 -6.22  0.634
N: -13.45 18.28 -5.63  -0.312
C: -13.55 18.39 -4.18  -0.904
C: -12.28 18.23 -3.36  0.147
O: -12.72 17.84 -2.03  -0.385
C: -11.62 17.69 -1.17  -0.689
H: -11.03 17.42 -9.22  0.467
H: -9.48 17.35 -8.44  0.422
H: -10.13 18.87 -9.09  -0.064
H: -12.90 18.71 -8.25  0.438
H: -11.66 20.00 -7.98  0.064
H: -13.47 20.27 -6.32  -0.820
H: -11.99 19.83 -5.61  0.175
H: -12.90 17.44 -5.77  0.391
H: -14.30 17.71 -3.79  0.537
H: -14.02 19.34 -3.90  0.080
H: -11.69 19.16 -3.36  0.049
H: -11.65 17.43 -3.82  0.274
H: -10.84 17.17 -1.75  0.318
H: -11.88 17.09 -0.32  0.282
H: -11.24 18.64 -0.79  0.199
C: -14.06 18.40 -12.63  -0.672
O: -12.79 17.87 -12.30  -0.173
C: -11.95 17.70 -13.43  -0.118
C: -10.62 17.09 -13.01  -1.246
N: -9.72 17.89 -12.21  -0.169
C: -9.32 19.11 -12.82  -0.192
C: -8.44 19.93 -11.82  -0.993
O: -9.29 20.23 -10.71  -0.012
C: -8.71 21.18 -9.79  -0.635
H: -14.56 17.71 -13.33  0.346
H: -14.04 19.34 -13.16  0.210
H: -14.59 18.43 -11.68  0.186
H: -11.91 18.63 -14.04  0.171
H: -12.35 16.83 -14.03  0.352
H: -10.05 16.84 -13.92  0.448
H: -10.84 16.12 -12.57  0.411
H: -10.12 18.09 -11.30  0.145
H: -10.15 19.80 -13.13  0.084
H: -8.72 18.86 -13.72  0.391
H: -7.93 20.83 -12.21  0.439
H: -7.61 19.30 -11.44  0.352
H: -9.48 21.32 -9.03  -0.212
H: -8.54 22.12 -10.26  0.348
H: -7.81 20.71 -9.43  0.369

The value obtained for the HOMO energy is -6.91 eV. Its molar mass is 1048.2 g/mol. The lowest unoccupied orbital energy is -6.137 eV. The total charge is 0. The value obtained for the total energy is -104956.2099 eV. As for the spin multiplicity: 1.


Entry 2:
Below is a molecular structure, C38H20BrIN8O4PbS in a non-equilibrium geometry, with properties calculated with the ωB97M-V functional and the def2-TZVPD basis.

Each line ends with the Mulliken charge.
CARTESIAN COORDINATES (ANGSTROEM)
Pb: 1.40 -0.83 -0.02  1.248
C: -2.76 -4.85 3.50  -0.648
C: -2.28 -4.15 4.60  -0.648
C: -1.57 -2.97 4.45  -0.058
C: -1.33 -2.53 3.16  0.006
C: -0.61 -1.37 2.62  0.258
N: -0.66 -1.38 1.28  -0.435
C: -1.37 -2.48 0.87  -0.131
N: -1.69 -2.82 -0.33  -0.592
C: -1.28 -2.22 -1.46  -0.373
C: -1.99 -2.38 -2.73  0.637
C: -3.18 -3.02 -3.06  -0.165
C: -3.60 -2.94 -4.38  -0.667
C: -2.85 -2.25 -5.33  -0.789
C: -1.65 -1.63 -5.00  -0.545
C: -1.24 -1.70 -3.69  -0.701
C: -0.01 -1.15 -3.01  1.462
N: 0.10 0.24 -3.27  -0.432
C: 0.48 1.16 -2.49  0.010
N: 0.78 1.14 -1.13  0.073
C: 1.13 2.36 -0.74  0.298
N: 1.44 2.82 0.47  -0.468
C: 1.29 2.14 1.56  -0.619
N: 0.86 0.86 1.67  0.138
C: 0.52 0.62 2.94  0.058
N: -0.08 -0.45 3.41  -0.652
C: 0.89 1.77 3.79  0.048
C: 0.83 2.00 5.14  -0.104
C: 1.31 3.22 5.60  -0.646
C: 1.83 4.17 4.73  -0.635
C: 1.88 3.94 3.36  -0.156
C: 1.41 2.73 2.90  0.228
C: 1.11 3.28 -1.87  0.226
C: 1.49 4.61 -1.99  -0.134
C: 1.42 5.18 -3.25  -0.708
C: 0.96 4.45 -4.34  -0.697
C: 0.58 3.12 -4.22  -0.151
C: 0.68 2.54 -2.97  -0.169
N: -0.19 -1.52 -1.61  0.013
C: -1.81 -3.23 2.05  0.109
C: -2.54 -4.39 2.21  -0.098
H: -3.30 -5.77 3.65  0.403
H: -2.46 -4.54 5.59  0.406
H: -1.20 -2.41 5.30  0.579
H: -3.75 -3.55 -2.32  0.563
H: -4.52 -3.42 -4.68  0.406
H: -3.21 -2.20 -6.35  0.418
H: -1.07 -1.11 -5.74  0.544
H: 0.43 1.26 5.82  0.573
H: 1.29 3.44 6.66  0.404
H: 2.21 5.10 5.12  0.410
H: 2.28 4.67 2.68  0.570
H: 1.84 5.15 -1.13  0.579
H: 1.73 6.20 -3.39  0.413
H: 0.91 4.94 -5.31  0.404
H: 0.23 2.54 -5.06  0.576
H: -2.91 -4.92 1.34  0.559
Br: 5.32 0.81 -2.91  -0.070
C: 5.50 -0.87 -2.13  -0.229
C: 6.09 -1.90 -2.85  -0.218
C: 6.24 -3.14 -2.26  -0.570
C: 5.79 -3.37 -0.97  -0.558
C: 5.20 -2.34 -0.26  -0.453
C: 5.07 -1.10 -0.84  0.346
I: 4.21 0.46 0.28  0.132
H: 6.41 -1.72 -3.86  0.418
H: 6.72 -3.94 -2.82  0.373
H: 5.90 -4.34 -0.52  0.386
H: 4.85 -2.51 0.75  0.450
O: 2.45 -2.64 -1.61  -0.590
S: 2.54 -1.71 -2.73  0.777
O: 2.66 -0.35 -2.22  -0.328
O: 1.13 -1.79 -3.54  -0.482
O: 3.49 -2.06 -3.72  -0.588

The value obtained for the HOMO energy is -7.97 eV. Its molar mass is 1098.7 g/mol. The lowest unoccupied orbital energy is -2.348 eV. The total charge is 0. The value obtained for the total energy is -154069.2847 eV. As for the spin multiplicity: 1. For the energy above the lowest of the compared OMol25 structures with the same formula, charge and spin, the calculation gives 0.0 kcal per mole.